Entry from the OMol25 dataset: 3 unconnected molecules or ions with the total composition C32H61Cl2FN2O13 (ωB97M-V/def2-TZVPD).

The value obtained for the HOMO-LUMO gap is 9.4 eV. Its charge is 0. Its SMILES is CCOC(=O)CCC[C@]1(COCOCCO)[C@@](F)(CCCO)NC(=O)[C@]1(N)/C(Cl)=C(\C)Cl.COCCOCCOC.COCCOCCOC.

Positions of all 111 atoms, in Å:
O1 6.361 0.827 0.294
H1 3.684 1.126 0.717
H2 1.578 2.010 -1.001
Cl1 2.160 -0.523 3.421
C1 1.700 2.863 1.114
H3 -7.838 -6.271 -5.978
H4 -2.117 -0.728 -0.632
C2 3.889 5.973 4.143
H5 -2.265 -6.532 -3.322
C3 -0.765 0.873 -0.142
H6 -0.285 -0.661 -2.255
H7 5.530 6.639 2.989
C4 -5.755 -6.490 -5.544
C5 1.894 5.540 5.302
C6 5.998 -1.946 1.684
H8 -9.435 -6.217 -4.324
H9 6.661 -2.714 2.097
O2 -4.256 -6.289 -2.797
C7 -0.444 -4.609 1.329
N1 1.773 -1.722 0.941
H10 3.471 0.531 -2.279
C8 -0.357 -0.519 1.617
H11 -2.940 -7.684 -2.145
C9 -5.641 -4.682 -3.944
O3 -0.387 -2.112 -0.789
C10 -2.013 0.339 -0.835
H12 2.431 2.875 0.302
H13 0.691 2.820 0.708
H14 -0.267 -3.351 -2.443
H15 -0.696 1.500 1.886
H16 -5.419 -6.635 -6.573
H17 6.225 -1.009 2.197
C11 -1.604 -4.156 0.447
O4 -4.925 -0.475 -1.396
H18 -4.076 1.051 -2.393
H19 0.489 -4.081 1.095
C12 -2.932 -6.641 -2.457
C13 4.134 11.146 3.749
H20 3.055 -0.675 -1.106
C14 2.725 8.152 2.199
H21 5.059 11.107 3.161
H22 1.543 -2.249 0.114
H23 -0.299 -5.685 1.188
C15 1.046 -0.462 0.956
H24 7.272 -1.505 -0.008
C16 4.067 1.053 -0.306
H25 -4.323 -4.284 -2.310
C17 0.310 -1.068 -1.430
H26 3.533 11.993 3.397
H27 -2.429 -4.863 0.579
H28 2.070 7.825 3.010
H29 -3.606 0.596 0.573
O5 3.423 9.934 3.664
O6 -0.755 -4.432 2.702
H30 -5.239 1.578 -1.176
H31 1.446 5.024 4.445
H32 -3.120 2.120 -0.217
H33 -1.970 -3.168 0.759
O7 -5.612 -5.101 -5.301
C18 -3.294 1.051 -0.375
H34 -3.504 -4.669 -3.841
Cl2 2.751 2.405 3.531
H35 1.807 3.823 1.620
H36 2.374 4.794 5.947
C19 -4.430 0.861 -1.373
N2 -0.995 0.733 1.298
H37 4.970 -2.257 1.903
H38 -5.112 -7.079 -4.885
O8 -7.589 -7.140 -4.117
H39 -9.209 -7.283 -2.918
O9 2.807 6.523 4.875
C20 0.611 0.106 -0.458
H40 4.734 7.936 3.897
C21 -0.244 -3.402 -1.347
C22 -4.353 -4.934 -3.196
H41 2.774 -1.546 0.895
H42 6.130 -2.822 -0.290
H43 -5.317 -0.669 -0.535
H44 -2.550 -6.007 -1.652
C23 1.631 0.953 -1.257
H45 0.708 -3.858 -1.021
C24 3.036 9.624 2.339
H46 2.196 8.019 1.253
C25 4.562 7.034 3.305
O10 3.875 7.328 2.098
H47 -9.442 -7.985 -4.533
C26 6.255 -1.850 0.193
H48 1.243 -1.442 -1.876
C27 -7.182 -6.984 -5.464
F1 -0.664 2.215 -0.486
C28 1.997 1.759 2.100
O11 -0.864 -1.393 2.219
H49 -5.790 -3.601 -3.986
C29 -8.989 -7.156 -3.976
H50 4.386 11.305 4.796
H51 -1.158 -3.558 2.812
H52 1.110 6.043 5.865
H53 -7.250 -7.952 -5.981
C30 1.754 0.440 2.021
H54 3.836 9.891 1.637
H55 -6.483 -5.127 -3.408
H56 -1.920 0.451 -1.923
H57 2.138 10.202 2.074
C31 5.379 0.321 -0.135
C32 3.072 0.405 -1.265
H58 1.285 0.920 -2.300
H59 4.335 2.052 -0.665
H60 3.533 5.170 3.486
O12 5.303 -0.983 -0.462
H61 4.620 5.545 4.845
O13 -1.328 -4.167 -0.955

=====

Entry from the OMol25 dataset: a molecular structure, C32H61F3NO26Ti (ωB97M-V/def2-TZVPD).

The spin multiplicity is 4. The value obtained for the HOMO-LUMO gap (alpha / beta) is 6.7 / 6.9 eV. Its charge is 0. The calculation puts the energy above the lowest of the compared OMol25 structures with the same formula, charge and spin at 993.1 kJ/mol. As for the expectation value of S²: 3.751.

Positions of all 124 atoms, in Å:
H1 -13.354 -15.264 -18.652
H2 -12.501 -28.083 -20.749
H3 -16.911 -25.247 -27.356
O1 -12.860 -28.460 -26.048
H4 -9.490 -23.508 -16.897
H5 -21.001 -21.921 -24.572
H6 -14.363 -12.225 -26.638
C1 -17.710 -27.185 -23.555
H7 -10.093 -20.749 -15.920
H8 -17.812 -27.661 -28.466
C2 -12.651 -29.382 -27.131
C3 -12.031 -24.419 -28.918
F1 -10.885 -25.145 -33.547
C4 -12.319 -27.207 -22.767
C5 -12.939 -28.128 -21.746
H9 -12.646 -26.192 -22.540
F2 -11.037 -27.348 -33.403
H10 -17.424 -25.362 -29.048
H11 -27.323 -24.869 -23.557
O2 -16.425 -18.650 -20.236
Ti1 -15.987 -17.846 -26.070
O3 -13.911 -20.440 -25.454
H12 -16.818 -20.196 -21.598
C6 -10.049 -22.238 -21.484
C7 -9.910 -22.532 -19.239
H13 -13.744 -24.345 -30.289
H14 -17.120 -20.412 -29.578
H15 -12.158 -16.345 -19.430
C8 -12.213 -20.284 -31.210
C9 -11.187 -16.001 -25.632
H16 -11.093 -24.966 -28.825
H17 -10.348 -20.474 -32.373
H18 -13.346 -25.911 -29.751
C10 -12.617 -14.172 -25.998
O4 -18.088 -27.265 -26.348
H19 -18.610 -25.003 -27.778
H20 -16.837 -26.717 -24.010
O5 -13.620 -26.836 -32.126
C11 -9.664 -21.738 -15.759
O6 -23.268 -24.206 -25.906
H21 -11.232 -27.240 -22.701
C12 -9.846 -16.230 -25.307
O7 -15.639 -17.699 -22.180
H22 -12.842 -30.446 -26.991
O8 -13.452 -20.870 -31.143
H23 -17.852 -20.081 -20.225
O9 -18.280 -29.509 -26.322
O10 -15.565 -21.006 -30.967
H24 -13.237 -29.026 -27.978
H25 -13.263 -11.025 -25.830
H26 -9.785 -17.316 -25.239
H27 -13.352 -16.580 -21.313
O11 -12.745 -27.480 -24.114
H28 -10.097 -21.950 -14.782
F3 -12.532 -26.322 -34.509
O12 -15.819 -21.101 -25.812
H29 -17.560 -27.401 -22.497
H30 -11.837 -23.377 -29.172
C13 -12.213 -28.500 -24.947
H31 -8.584 -21.613 -15.683
C14 -25.170 -25.275 -24.212
C15 -20.918 -23.007 -24.614
H32 -11.660 -16.469 -24.769
H33 -20.822 -23.221 -25.679
H34 -10.920 -22.863 -21.677
H35 -11.580 -20.449 -30.339
O13 -13.714 -14.841 -25.996
H36 -14.492 -15.234 -21.003
H37 -12.869 -29.159 -22.095
O14 -11.222 -29.306 -24.652
N1 -14.763 -21.287 -25.212
O15 -14.866 -17.075 -20.046
C16 -14.488 -20.215 -30.681
O16 -14.634 -22.213 -24.422
O17 -12.488 -12.901 -25.926
C17 -17.713 -25.574 -28.018
O18 -23.909 -24.722 -23.786
O19 -18.224 -28.368 -24.273
O20 -9.866 -21.732 -20.167
C18 -16.860 -20.608 -30.618
H38 -11.783 -21.107 -33.191
H39 -18.558 -26.504 -23.637
O21 -9.697 -21.891 -18.102
C19 -17.268 -19.474 -20.917
C20 -10.010 -22.549 -16.895
H40 -9.209 -22.855 -21.802
C21 -11.319 -20.943 -32.218
H41 -11.138 -21.958 -31.864
C22 -26.295 -24.923 -23.199
O22 -10.289 -23.689 -19.350
H42 -9.532 -15.769 -24.371
H43 -17.229 -19.785 -31.230
H44 -20.053 -23.407 -24.086
H45 -12.273 -19.203 -31.330
H46 -19.324 -27.136 -27.935
H47 -9.078 -15.980 -26.039
H48 -14.172 -12.312 -24.936
C23 -13.997 -16.105 -20.574
O23 -11.402 -14.649 -25.883
O24 -22.069 -23.671 -24.068
C24 -12.617 -26.161 -32.196
H49 -24.997 -26.328 -24.431
C25 -18.262 -26.978 -27.745
O25 -14.513 -19.106 -30.087
H50 -26.071 -23.897 -22.908
H51 -14.002 -28.003 -21.541
C26 -23.032 -24.251 -24.696
H52 -11.002 -22.977 -16.748
H53 -10.155 -21.446 -22.226
H54 -12.483 -24.486 -27.929
H55 -18.046 -18.866 -21.377
C27 -11.735 -26.201 -33.496
H56 -17.454 -21.475 -30.907
O26 -12.157 -25.303 -31.236
C28 -12.893 -15.557 -19.595
H57 -25.439 -24.906 -25.202
C29 -18.116 -28.471 -25.719
H58 -12.374 -14.672 -19.964
H59 -11.621 -29.295 -27.478
C30 -12.883 -24.973 -30.057
C31 -15.638 -17.732 -20.928
H60 -11.536 -16.524 -26.522
H61 -26.164 -25.514 -22.293
C32 -13.634 -12.050 -25.847

=====

Entry from the OMol25 dataset: a molecular structure, C32H61N5O6ScSi4 (ωB97M-V/def2-TZVPD).

The value obtained for the HOMO-LUMO gap (alpha / beta) is 4.9 / 3.8 eV. Its charge is +1. The calculation puts the energy above the lowest of the compared OMol25 structures with the same formula, charge and spin at 32.4 kJ/mol.

Positions of all 109 atoms, in Å:
H1 3.360 -0.882 0.853
C1 3.967 -1.359 -2.190
H2 4.120 -2.239 -1.530
O1 1.533 0.990 0.998
H3 -1.998 -1.548 -3.780
H4 -3.119 -5.024 1.720
C2 -1.126 -4.282 -2.508
O2 0.670 -0.422 -0.589
C3 3.474 1.505 4.709
H5 4.830 -1.271 -2.871
N1 2.658 -1.456 -2.877
H6 -2.282 4.474 0.474
N2 -1.042 -3.249 -1.588
H7 -2.423 5.203 3.959
C4 -1.469 4.638 3.975
H8 -2.876 -6.587 -0.651
C5 -4.465 -0.514 0.232
H9 -3.213 1.348 -2.033
H10 -6.367 -4.458 -0.317
H11 -2.279 1.522 1.691
H12 -1.872 -2.504 0.135
H13 3.145 4.707 4.936
H14 -2.193 1.570 3.499
H15 1.196 4.199 -0.917
H16 2.518 -3.476 -3.838
C6 -4.156 1.362 -1.444
C7 -5.441 -2.184 -1.793
H17 2.590 -2.032 -4.962
H18 2.181 2.678 -0.935
C8 -1.311 4.645 0.891
C9 -1.677 -5.511 -2.210
H19 3.320 6.292 2.059
H20 -5.904 -2.833 -2.577
C10 2.107 4.260 5.176
H21 -4.090 0.129 0.990
H22 1.559 6.101 2.181
C11 -0.630 0.698 -2.983
C12 2.429 -3.768 0.347
Si1 -1.111 3.593 2.439
C13 2.417 -4.666 -0.825
O3 1.703 -4.385 -1.834
H23 3.392 0.474 4.299
H24 2.068 0.596 -2.676
Si2 1.092 2.742 2.333
N3 -0.091 -0.575 -3.497
H25 4.622 2.716 0.673
H26 0.012 0.803 4.874
H27 -1.348 -0.682 -5.186
H28 -1.477 4.004 4.897
C14 -1.072 -1.283 -4.304
O4 3.019 -5.845 -0.578
C15 1.447 -0.116 0.419
H29 3.962 -0.449 -1.607
C16 2.893 -2.460 -3.990
H30 3.991 -2.591 -4.114
H31 -0.925 -4.179 -3.592
H32 -0.140 2.283 5.902
H33 -4.885 1.894 -2.056
H34 -1.208 5.713 1.041
H35 3.283 -6.320 -1.423
H36 0.870 0.757 -4.921
H37 -3.978 1.961 -0.560
C17 0.569 1.561 5.473
C18 -2.375 2.172 2.570
N4 -3.373 -4.463 0.885
C19 -2.336 -5.679 -0.973
H38 2.201 -1.658 1.840
H39 2.084 4.276 6.295
Sc1 0.801 -2.149 -1.796
H40 3.365 -3.878 0.978
H41 4.814 3.487 2.348
H42 -0.644 5.426 4.147
H43 3.578 1.523 5.827
O5 -5.190 -5.925 1.106
C20 -1.831 -3.361 -0.480
H44 -1.551 -6.338 -2.922
C21 -4.766 -1.823 0.540
H45 -4.735 -2.217 1.530
H46 1.046 0.942 6.291
C22 -2.481 -4.528 -0.170
Si3 2.567 4.050 1.144
H47 2.908 4.248 -1.310
H48 1.353 4.994 4.860
C23 2.313 -0.080 -3.513
H49 -3.340 2.710 2.583
O6 2.192 -2.429 -0.105
H50 1.562 -4.149 0.949
C24 -5.059 -0.900 -2.132
H51 -5.089 -0.581 -3.171
H52 0.153 1.268 -2.548
Si4 1.937 2.477 4.489
C25 2.357 -1.297 0.812
H53 -0.504 4.439 0.186
C26 2.467 5.861 1.536
C27 -4.702 -4.903 0.650
H54 1.248 -0.976 -5.100
H55 4.300 2.069 4.233
C28 4.482 3.620 1.294
C29 -5.215 -2.716 -0.487
H56 -1.469 0.484 -2.269
N5 -5.471 -4.069 -0.186
H57 4.972 4.473 0.840
H58 3.220 0.211 -4.062
H59 -0.547 -2.180 -4.688
H60 2.284 6.398 0.556
C30 1.078 -0.166 -4.373
C31 -4.601 -0.021 -1.103
C32 2.150 3.730 -0.699
H61 -0.987 1.361 -3.814

=====

Entry from the OMol25 dataset: 3 unconnected molecules or ions with the total composition C32H62BINO8 (ωB97M-V/def2-TZVPD).

The value obtained for the HOMO-LUMO gap is 6.4 eV. Its charge is -1. The calculation puts the energy above the lowest of the compared OMol25 structures with the same formula, charge and spin at 0.0 kJ/mol.

Positions of all 105 atoms, in Å:
H1 -2.685 -0.175 3.663
H2 -6.485 -3.031 0.205
C1 2.362 2.092 0.606
C2 6.424 0.415 -1.149
H3 -6.158 1.434 0.681
H4 4.970 0.172 0.449
H5 6.347 -0.679 -1.135
H6 -1.746 -5.038 3.461
C3 -6.111 -2.463 -0.650
O1 4.008 -1.710 0.552
H7 -6.314 -0.321 -0.925
H8 5.050 7.045 -2.532
C4 3.342 -2.483 1.206
H9 1.541 -1.397 0.841
H10 6.301 1.296 0.874
C5 -5.094 1.634 0.525
H11 -7.052 1.978 -1.194
H12 -2.796 2.323 2.009
O2 -5.152 0.335 -3.066
C6 1.447 3.349 0.640
H13 3.518 -4.600 1.502
C7 5.637 0.951 0.071
H14 5.035 -3.696 1.678
H15 -3.863 -2.664 2.024
C8 -0.407 -7.095 0.291
H16 -1.937 -6.859 1.604
O3 -4.476 -0.747 -0.037
H17 -1.418 -7.448 -1.565
C9 -2.255 2.106 1.077
B1 -3.069 -0.652 2.591
H18 -0.723 -4.308 0.745
C10 -5.847 -1.014 -0.207
H19 -0.236 1.490 1.748
O4 -4.835 -1.702 -3.718
C11 4.625 6.058 -2.726
C12 7.921 0.835 -1.120
H20 -6.344 -0.856 0.764
C13 -0.404 -7.242 -1.215
H21 3.814 -3.617 2.963
H22 4.527 5.903 -3.802
C14 0.032 2.916 0.127
C15 3.847 2.511 0.890
C16 2.203 6.908 -2.494
H23 -2.622 2.828 0.334
H24 -2.961 -4.768 2.229
H25 -0.502 3.733 -0.373
C17 -0.903 -5.081 1.505
C18 -6.169 2.236 -1.787
C19 -1.931 -4.523 2.504
H26 4.151 1.964 1.788
I1 -1.721 -0.100 -1.173
H27 1.614 -2.169 2.435
H28 1.334 3.656 1.689
H29 8.269 0.873 -2.156
H30 8.170 -1.090 -0.054
H31 -5.266 -2.934 -1.153
H32 1.999 1.414 1.384
C20 -3.150 -2.279 2.773
C21 -4.231 0.417 0.777
H33 9.134 0.234 0.648
H34 5.984 0.754 -2.095
H35 1.321 -3.150 0.974
O5 0.412 -7.612 0.959
H36 9.581 -0.527 -0.902
H37 -1.109 -2.540 1.990
C22 -0.762 2.355 1.344
H38 5.343 3.037 -0.573
O6 -4.326 -0.085 2.069
H39 -7.138 0.942 -3.214
H40 2.220 1.632 -0.375
H41 -6.577 -0.850 -4.095
H42 -1.331 -2.887 3.727
H43 2.000 6.790 -3.560
C23 -6.139 1.377 -3.077
C24 4.742 2.146 -0.334
H44 -0.705 3.142 2.111
H45 -5.949 2.034 -3.936
H46 -6.330 3.268 -2.120
H47 1.861 4.178 0.054
O7 -2.043 -0.157 1.624
H48 -3.581 -2.460 3.772
C25 8.742 -0.187 -0.281
H49 0.256 -8.078 -1.451
C26 -1.784 -2.980 2.731
C27 1.857 -2.290 1.378
H50 -6.943 -2.436 -1.370
H51 -4.023 1.737 -1.417
H52 4.168 1.900 -1.231
H53 3.875 3.590 1.055
H54 -4.597 3.253 -0.765
H55 5.295 5.301 -2.322
H56 7.986 1.819 -0.644
N1 -1.449 -6.314 0.902
C28 -4.880 2.205 -0.927
H57 -4.849 2.420 1.239
H58 0.072 -5.270 1.981
H59 0.153 2.070 -0.554
H60 2.522 7.932 -2.290
O8 3.061 5.097 -1.219
C29 -2.633 0.661 0.702
H61 -0.030 -6.337 -1.702
C30 3.965 -3.680 1.884
C31 -5.563 -0.805 -3.661
C32 3.275 5.937 -2.061
H62 1.289 6.708 -1.938

=====

Number 1: largest force on an atom 1.47 eV/Å. Number 2: largest force on an atom 6.82 eV/Å. Number 3: largest force on an atom 3.70 eV/Å. Number 4: largest force on an atom 3.83 eV/Å.